(1)
{"formula": "C5H8N2", "method": "the ωB97M-V functional and the def2-TZVPD basis", "symbols": ["N", "N", "C", "C", "C", "C", "C", "H", "H", "H", "H", "H", "H", "H", "H"], "positions_angstrom": [[-1.0180, 1.2559, 0.8425], [-1.4267, 0.1680, 0.2053], [-2.6644, -0.1465, -0.0626], [0.8829, 0.1831, 0.0565], [2.2891, -0.1658, -0.3016], [0.3669, 1.2451, 0.6999], [-0.2943, -0.7117, -0.1975], [-3.4599, 0.4764, 0.3189], [2.9775, 0.6196, 0.0244], [-0.4513, -1.0692, -1.2184], [-0.3006, -1.5756, 0.4805], [2.6150, -1.1059, 0.1645], [2.4184, -0.2874, -1.3859], [0.9083, 2.1008, 1.0908], [-2.8428, -0.9869, -0.7172]], "nbo_charge": [-0.374, -0.045, -0.231, -0.137, -0.622, -0.023, -0.261, 0.210, 0.224, 0.222, 0.224, 0.207, 0.209, 0.208, 0.190], "orbital_gap_ha": [0.2788, 0.2789], "homo_energy_ev": [-6.88, -6.88], "de_lowest_kj_mol": 259.3, "energy_ha": -304.7367}

(2)
{"formula": "C5H8N2", "method": "the ωB97M-V functional and the def2-TZVPD basis", "symbols": ["N", "N", "C", "C", "C", "C", "C", "H", "H", "H", "H", "H", "H", "H", "H"], "positions_angstrom": [[-1.3562, 0.2391, 2.4305], [-1.2694, -1.0845, 0.4971], [-0.3824, -1.1616, -0.6502], [-0.8696, -0.0641, 1.1766], [0.2220, 0.6939, 0.5390], [1.4974, 0.4410, -1.6633], [0.5113, 0.0562, -0.6046], [-1.3543, 1.2115, 2.6998], [-2.2165, -0.2444, 2.6492], [2.2457, 1.1375, -1.2703], [-0.9486, -1.2543, -1.5843], [0.9906, 0.9356, -2.5034], [0.6733, 1.6009, 0.9307], [0.2414, -2.0710, -0.5776], [2.0153, -0.4357, -2.0691]], "nbo_charge": [-0.803, -0.494, -0.287, 0.388, -0.321, -0.647, 0.070, 0.379, 0.393, 0.222, 0.215, 0.227, 0.215, 0.220, 0.222], "orbital_gap_ha": 0.3560, "homo_energy_ev": -8.69, "smiles": "CC1=CC(N)=NC1", "de_lowest_kj_mol": 23.5, "energy_ha": -304.8265}

(3)
{"formula": "C5H8N2", "method": "the ωB97M-V functional and the def2-TZVPD basis", "symbols": ["N", "N", "C", "C", "C", "C", "C", "H", "H", "H", "H", "H", "H", "H", "H"], "positions_angstrom": [[-1.7943, -0.2913, 1.2096], [1.1582, -2.0302, 1.8526], [1.2194, 0.0371, -1.1605], [0.3178, 1.2319, -1.2701], [0.4865, -1.1808, 1.4440], [-0.1762, -0.0267, -0.6162], [-0.3854, -0.1068, 0.8916], [-1.9360, -0.2700, 2.2153], [1.4457, -0.5386, -2.0525], [-0.0624, 0.8339, 1.3544], [0.5313, 2.0888, -0.6357], [2.0307, 0.0716, -0.4368], [-2.0984, -1.2088, 0.8937], [-0.8984, -0.6180, -1.1753], [-0.0795, 1.4888, -2.2476]], "nbo_charge": [-0.792, -0.332, -0.416, -0.406, 0.259, -0.227, -0.147, 0.367, 0.224, 0.231, 0.213, 0.221, 0.361, 0.223, 0.221], "orbital_gap_ha": 0.4157, "homo_energy_ev": -10.37, "smiles": "N#C[C@H](N)C1CC1", "de_lowest_kj_mol": 127.9, "energy_ha": -304.7868}

(4)
{"formula": "C5H8N2", "method": "the ωB97M-V functional and the def2-TZVPD basis", "symbols": ["N", "N", "C", "C", "C", "C", "C", "H", "H", "H", "H", "H", "H", "H", "H"], "positions_angstrom": [[2.2993, -0.0970, -1.2811], [-1.4699, -0.0197, -0.7764], [2.8291, 1.2433, -1.7073], [1.1811, -0.0716, -0.2652], [0.3327, -0.3855, 0.6836], [-1.1391, -0.4612, 0.3530], [-2.0902, -1.3390, 1.1458], [-1.8657, -1.2803, 2.1330], [3.3626, 1.6155, -0.7598], [-2.4542, -0.1121, -1.0456], [-1.9101, -2.3585, 0.9604], [2.0260, 1.9431, -1.7951], [3.4042, 0.8868, -2.4817], [0.4858, -0.5414, 1.6727], [-3.0662, -1.0169, 0.9363]], "nbo_charge": [-0.424, -0.623, -0.445, 0.450, -0.458, 0.308, -0.667, 0.210, 0.196, 0.337, 0.232, 0.211, 0.217, 0.236, 0.221], "orbital_gap_ha": 0.3622, "homo_energy_ev": -9.37, "smiles": "[H]/N=C(\\C)C=C=NC", "de_lowest_kj_mol": 482.5, "energy_ha": -304.6517}

(5)
{"formula": "C5H8N2", "method": "the ωB97M-V functional and the def2-TZVPD basis", "symbols": ["N", "N", "C", "C", "C", "C", "C", "H", "H", "H", "H", "H", "H", "H", "H"], "positions_angstrom": [[-0.0362, 2.9632, -0.9075], [-1.2274, -0.3738, 0.1545], [0.7072, 0.4509, -1.0057], [0.3066, 1.8608, -0.9850], [0.2208, -0.2703, 0.2673], [-1.9120, 0.5171, 0.7366], [0.8440, -1.6560, 0.3800], [0.5166, 0.3371, 1.1389], [0.2593, -0.0329, -1.8811], [0.4922, -2.1575, 1.2864], [0.5663, -2.2742, -0.4799], [-2.9959, 0.5162, 0.6165], [1.7962, 0.3880, -1.0999], [-1.4740, 1.3173, 1.3493], [1.9364, -1.5859, 0.4294]], "nbo_charge": [-0.331, -0.410, -0.518, 0.293, -0.066, -0.037, -0.607, 0.181, 0.259, 0.223, 0.217, 0.180, 0.251, 0.154, 0.210], "orbital_gap_ha": 0.4096, "homo_energy_ev": -10.18, "smiles": "C=N[C@@H](C)CC#N", "de_lowest_kj_mol": 92.7, "energy_ha": -304.8002}

(6)
{"formula": "C5H8N2", "method": "the ωB97M-V functional and the def2-TZVPD basis", "symbols": ["N", "N", "C", "C", "C", "C", "C", "H", "H", "H", "H", "H", "H", "H", "H"], "positions_angstrom": [[-0.2922, 0.0333, 0.1799], [2.7028, 1.3333, -0.9833], [-0.5111, -1.5534, 0.2706], [1.5876, 1.0353, -1.0255], [0.5033, 0.0995, 1.4581], [0.1726, 0.6648, -1.0816], [-1.6166, -0.6441, -0.0143], [-2.3900, -0.4014, 0.7182], [-1.9733, -0.5179, -1.0441], [-0.1650, -0.0293, 2.3108], [-0.4022, 1.5616, -1.3711], [-0.0043, -1.8934, -0.6344], [1.0276, 1.0501, 1.4943], [0.0450, -0.0615, -1.8968], [1.2345, -0.7215, 1.5180]], "nbo_charge": [-0.308, -0.283, -0.385, 0.258, -0.377, -0.319, -0.249, 0.198, 0.182, 0.233, 0.245, 0.132, 0.189, 0.252, 0.232], "orbital_gap_ha": 0.3001, "homo_energy_ev": -7.55, "de_lowest_kj_mol": 502.6, "energy_ha": -304.6441}

(7)
{"formula": "C5H8N2", "method": "the ωB97M-V functional and the def2-TZVPD basis", "symbols": ["N", "N", "C", "C", "C", "C", "C", "H", "H", "H", "H", "H", "H", "H", "H"], "positions_angstrom": [[0.5652, -0.6764, -1.5962], [-3.0413, -0.4851, -1.3170], [-2.1365, -0.1885, -0.6439], [-0.2044, 1.6380, 0.4912], [0.4206, -0.6159, -0.3589], [1.4857, -1.2521, 0.4850], [-0.6177, 0.1485, 0.3793], [-1.0581, 2.2392, 0.8313], [1.2684, -1.0922, 1.5588], [0.7596, 1.8721, 1.1364], [2.4091, -0.7257, 0.1884], [1.4806, -2.3146, 0.1235], [-0.3090, -0.3290, -2.1224], [-0.9752, -0.1929, 1.3483], [-0.0469, 1.9746, -0.5038]], "nbo_charge": [-0.596, -0.380, 0.214, -0.634, 0.261, -0.676, -0.189, 0.234, 0.209, 0.242, 0.245, 0.256, 0.349, 0.240, 0.226], "orbital_gap_ha": 0.4000, "homo_energy_ev": -10.35, "smiles": "[H]/N=C(/C)[C@@H](C)C#N", "de_lowest_kj_mol": 241.6, "energy_ha": -304.7435}

(8)
{"formula": "C5H8N2", "method": "the ωB97M-V functional and the def2-TZVPD basis", "symbols": ["N", "N", "C", "C", "C", "C", "C", "H", "H", "H", "H", "H", "H", "H", "H"], "positions_angstrom": [[-2.5071, 0.4375, 0.4247], [-2.4688, -0.6712, -0.0763], [-0.1800, -0.0233, -0.0001], [-1.1517, -1.2178, -0.3015], [-0.5068, 1.2051, -0.7377], [-1.1936, 0.9632, 0.5369], [1.1591, -0.3367, 0.5761], [-1.0880, 1.6217, 1.3982], [-1.1523, 0.8515, -1.6051], [0.3776, 1.8270, -0.8188], [1.7740, -0.8495, -0.1024], [-0.9460, -1.5281, -1.2531], [1.7629, 0.6696, 0.7527], [1.0190, -0.9007, 1.4209], [-1.2014, -2.0569, 0.4036]], "nbo_charge": [-0.100, -0.126, -0.070, -0.296, -0.414, -0.153, -0.584, 0.222, 0.219, 0.236, 0.212, 0.216, 0.202, 0.213, 0.224], "orbital_gap_ha": 0.3649, "homo_energy_ev": -9.01, "smiles": "C[C@@]12CN=N[C@@H]1C2", "de_lowest_kj_mol": 294.6, "energy_ha": -304.7233}

(9)
{"formula": "C5H8N2", "method": "the ωB97M-V functional and the def2-TZVPD basis", "symbols": ["N", "N", "C", "C", "C", "C", "C", "H", "H", "H", "H", "H", "H", "H", "H"], "positions_angstrom": [[-1.1773, 0.2624, -0.0684], [-0.8127, 1.5023, 0.3152], [2.4286, -0.3451, 0.0596], [1.0251, 0.1701, 0.0743], [-2.5325, -0.2701, -0.2538], [-0.1045, -0.5469, -0.2039], [0.5239, 1.4401, 0.4211], [-0.2255, -1.5918, -0.4308], [2.7509, -0.6242, 1.0691], [-3.2144, -0.0735, 0.5790], [-2.4293, -1.3602, -0.3145], [3.1196, 0.4070, -0.3341], [2.4900, -1.2336, -0.5798], [1.1589, 2.2135, 0.8561], [-3.0008, 0.0499, -1.1892]], "nbo_charge": [-0.164, -0.261, -0.622, -0.142, -0.399, -0.052, -0.058, 0.206, 0.216, 0.217, 0.208, 0.219, 0.216, 0.206, 0.208], "orbital_gap_ha": 0.3622, "homo_energy_ev": -8.88, "smiles": "Cc1cnn(C)c1", "de_lowest_kj_mol": 76.8, "energy_ha": -304.8063}

(10)
{"formula": "C5H8N2", "method": "the ωB97M-V functional and the def2-TZVPD basis", "symbols": ["N", "N", "C", "C", "C", "C", "C", "H", "H", "H", "H", "H", "H", "H", "H"], "positions_angstrom": [[0.8915, 0.0257, -1.2855], [-1.1824, -0.4890, -2.4034], [0.3013, 0.1133, 0.8688], [1.3382, 0.2835, -0.0133], [-0.4250, -0.3638, -1.2200], [0.2969, 0.5531, 2.3025], [-0.7987, -0.3507, 0.0994], [1.4665, -0.0300, -2.1102], [-0.4155, 1.3734, 2.4693], [0.0372, -0.2428, 3.0070], [-1.7349, -0.7725, 0.4451], [2.3702, 0.5179, 0.1975], [1.2801, 0.9472, 2.5737], [-1.3134, -1.4527, -2.6842], [-2.1120, -0.1128, -2.2467]], "nbo_charge": [-0.514, -0.837, -0.092, -0.084, 0.272, -0.619, -0.338, 0.414, 0.214, 0.211, 0.215, 0.206, 0.212, 0.367, 0.374], "orbital_gap_ha": 0.3245, "homo_energy_ev": -7.79, "smiles": "Cc1c[nH]c(N)c1", "de_lowest_kj_mol": 25.5, "energy_ha": -304.8258}

(11)
{"formula": "C5H8N2", "method": "the ωB97M-V functional and the def2-TZVPD basis", "symbols": ["N", "N", "C", "C", "C", "C", "C", "H", "H", "H", "H", "H", "H", "H", "H"], "positions_angstrom": [[0.1404, 1.3129, -0.5778], [2.7431, -0.7967, 0.4444], [0.2039, -0.8810, 0.3856], [-0.5594, -2.0764, 0.9053], [1.5217, -0.8142, 0.4698], [-0.4853, 0.2659, -0.2267], [-0.5973, 2.3739, -1.2169], [-1.2409, -2.4687, 0.1416], [0.1233, -2.8837, 1.1844], [-0.4188, 3.3109, -0.6780], [-0.2127, 2.5108, -2.2344], [-1.5743, 0.1508, -0.3697], [3.1966, -0.3760, 1.2546], [-1.6835, 2.1933, -1.2709], [-1.1568, -1.8218, 1.7887]], "nbo_charge": [-0.416, -0.616, -0.309, -0.601, 0.499, 0.117, -0.430, 0.215, 0.226, 0.202, 0.204, 0.149, 0.381, 0.165, 0.213], "orbital_gap_ha": 0.3440, "homo_energy_ev": -8.38, "smiles": "C/N=C/C(C)=C=N", "de_lowest_kj_mol": 178.9, "energy_ha": -304.7674}

(12)
{"formula": "C5H8N2", "method": "the ωB97M-V functional and the def2-TZVPD basis", "symbols": ["N", "N", "C", "C", "C", "C", "C", "H", "H", "H", "H", "H", "H", "H", "H"], "positions_angstrom": [[-1.1630, 1.4384, -0.3134], [-1.9639, -0.5851, 0.3922], [-0.9922, 0.1725, 0.0424], [0.3707, -0.1590, 0.3569], [1.6121, -0.0949, 0.5633], [2.8613, -0.1055, -0.2439], [-3.0149, -1.1787, 0.1565], [-3.2866, -1.4537, -0.7998], [2.7882, 0.8392, -0.9078], [1.9538, -0.1173, 1.6490], [-1.9941, 1.7293, -0.8855], [3.0014, -0.9644, -0.8002], [-3.6736, -1.5877, 1.0093], [3.8649, 0.1061, 0.3497], [-0.3641, 1.9607, -0.5686]], "nbo_charge": [-0.622, -0.286, 0.359, 0.454, -0.195, -0.642, 0.180, 0.238, 0.289, 0.438, 0.463, 0.293, 0.283, 0.311, 0.437], "charge": 2, "orbital_gap_ha": [0.2866, 0.2866], "homo_energy_ev": [-20.14, -20.14], "de_lowest_kj_mol": 266.1, "energy_ha": -303.9650}

(13)
{"formula": "C5H8N2O", "method": "the ωB97M-V functional and the def2-TZVPD basis", "symbols": ["O", "N", "N", "C", "C", "C", "C", "C", "H", "H", "H", "H", "H", "H", "H", "H"], "positions_angstrom": [[-1.0793, -0.1867, -0.9829], [2.1184, 1.0681, -0.0350], [2.1790, -0.0167, -1.0194], [-1.3672, 1.1702, -0.5517], [1.4004, -0.9998, -0.7301], [0.6175, -0.8651, 0.5581], [1.0755, 0.6814, 0.5735], [-0.9744, -0.9677, 0.2530], [-1.7697, 0.9384, 0.5345], [-1.1497, -1.9506, 0.0824], [-1.4674, -0.4708, 0.9595], [0.8013, 1.3377, 1.4613], [-0.3162, 1.9989, -0.1435], [1.3699, -1.9462, -1.4394], [-2.2014, 1.7594, -1.0410], [0.7633, -1.5505, 1.5206]], "nbo_charge": [-0.546, -0.250, -0.273, -0.264, 0.058, -0.383, 0.077, -0.021, 0.144, 0.192, 0.172, 0.191, 0.198, 0.220, 0.216, 0.269], "orbital_gap_ha": 0.3618, "homo_energy_ev": -9.53, "de_lowest_kj_mol": 645.3, "energy_ha": -379.8424}

(14)
{"formula": "C5H8N2O", "method": "the ωB97M-V functional and the def2-TZVPD basis", "symbols": ["O", "N", "N", "C", "C", "C", "C", "C", "H", "H", "H", "H", "H", "H", "H", "H"], "positions_angstrom": [[-0.2211, -1.0168, 1.2974], [2.2376, -0.2322, 0.0148], [1.5803, 1.0340, 0.4967], [0.0562, -0.6139, -0.0570], [0.2069, 0.7805, -0.1136], [1.4225, -1.1088, -0.4466], [-1.3415, 0.7760, 0.2317], [-1.3397, -0.5557, -0.5425], [-1.9093, 1.6258, -0.2930], [-1.9518, -1.5920, -0.1571], [0.3735, 1.0889, -1.1109], [-1.8776, 0.7569, 1.1835], [1.9631, 1.8853, 0.1136], [1.7541, -2.0313, -0.7615], [0.4190, -0.5328, 1.7741], [-1.3722, -0.2638, -1.6294]], "nbo_charge": [-0.699, -0.222, -0.477, 0.119, -0.104, 0.020, -0.394, -0.387, 0.199, 0.238, 0.193, 0.247, 0.376, 0.212, 0.471, 0.210], "orbital_gap_ha": 0.3863, "homo_energy_ev": -9.64, "de_lowest_kj_mol": 510.7, "energy_ha": -379.8937}

(15)
{"formula": "C5H8N2O", "method": "the ωB97M-V functional and the def2-TZVPD basis", "symbols": ["O", "N", "N", "C", "C", "C", "C", "C", "H", "H", "H", "H", "H", "H", "H", "H"], "positions_angstrom": [[0.0775, -1.5600, 0.9060], [2.5902, -1.6678, -0.2527], [0.5516, 1.9959, 0.2229], [-2.2524, -0.3858, -0.4443], [-0.0709, 0.7792, 0.4147], [1.9042, -0.6010, -0.2548], [0.5593, -0.4306, 0.2833], [-1.4693, 0.6465, -0.1226], [-0.7953, -1.3635, 1.2714], [-1.9078, -1.3896, -0.6515], [2.4095, 0.2880, -0.6170], [-1.9351, 1.6316, -0.1198], [1.5404, 1.9956, 0.0222], [-3.3025, -0.2361, -0.6480], [2.0879, -2.4577, 0.1516], [0.0126, 2.7556, -0.1614]], "nbo_charge": [-0.680, -0.588, -0.792, -0.424, 0.069, 0.052, 0.191, -0.198, 0.493, 0.205, 0.157, 0.185, 0.391, 0.209, 0.342, 0.387], "orbital_gap_ha": 0.2713, "homo_energy_ev": -7.46, "smiles": "[H]/N=C\\C(O)=C(/N)C=C", "de_lowest_kj_mol": 307.0, "energy_ha": -379.9712}

(16)
{"formula": "C5H8N2O", "method": "the ωB97M-V functional and the def2-TZVPD basis", "symbols": ["O", "N", "N", "C", "C", "C", "C", "C", "H", "H", "H", "H", "H", "H", "H", "H"], "positions_angstrom": [[2.3198, 0.3915, -0.8729], [0.0908, -1.7317, 0.1842], [-1.1065, -1.1196, -0.3579], [1.6566, 0.2193, 0.0975], [0.9848, -0.8050, 0.8249], [0.5037, 0.8157, 0.8140], [-0.6300, 1.2094, 0.0241], [-0.9088, 0.1069, -1.0341], [-1.7883, 0.5538, -1.6273], [-0.0617, 0.0042, -1.6741], [1.3689, -1.0999, 1.8419], [-1.5046, 1.2921, 0.6356], [-0.5220, 2.1505, -0.5105], [0.7041, 1.0835, 1.7956], [0.4746, -2.1455, -0.6937], [-1.5815, -0.9250, 0.5529]], "nbo_charge": [-0.496, -0.460, -0.446, 0.558, -0.170, -0.313, -0.436, -0.237, 0.210, 0.204, 0.227, 0.204, 0.221, 0.238, 0.359, 0.336], "orbital_gap_ha": 0.3544, "homo_energy_ev": -8.91, "smiles": "O=C1[C@H]2CCNN[C@@H]12", "de_lowest_kj_mol": 389.4, "energy_ha": -379.9398}

(17)
{"formula": "C5H8N2O", "method": "the ωB97M-V functional and the def2-TZVPD basis", "symbols": ["O", "N", "N", "C", "C", "C", "C", "C", "H", "H", "H", "H", "H", "H", "H", "H"], "positions_angstrom": [[1.8225, -1.9115, 0.3706], [0.4082, 0.2672, -0.0057], [-1.9199, 0.3201, 1.1738], [-1.0247, 0.1387, 0.3322], [0.7485, -1.6659, -0.0912], [-0.6296, 1.0494, -0.7155], [-0.4557, -2.2025, -0.4145], [1.5430, 1.0801, 0.3519], [-0.9541, -2.7754, 0.3583], [-0.6897, 2.0980, -0.4483], [-0.9589, -1.9319, -1.3312], [2.1002, 0.5609, 1.1329], [2.2117, 1.1816, -0.5066], [-0.7493, 0.8168, -1.7642], [-2.7022, 0.8947, 0.8722], [1.2499, 2.0796, 0.6855]], "nbo_charge": [-0.507, -0.439, -0.635, 0.499, 0.745, -0.330, -0.838, -0.403, 0.260, 0.205, 0.235, 0.226, 0.216, 0.207, 0.365, 0.192], "orbital_gap_ha": 0.2979, "homo_energy_ev": -7.84, "de_lowest_kj_mol": 611.2, "energy_ha": -379.8554}